The following is a DFT calculation (the ωB97M-V functional and the def2-TZVPD basis) of 7 unconnected molecules or ions with the total composition C36H73FN4O21P in a non-equilibrium geometry.

The calculation puts the energy at -99474.0728 eV. The HOMO energy is -12.04 eV. For the HOMO-LUMO gap, the calculation gives 8.84 eV. The net charge is +1.

Each line ends with the Mulliken charge.
Positions of all 136 atoms, in Å:
C 3.9934 6.7556 0.1693  -1.403
C 3.3504 5.6615 -0.6552  -0.509
C 3.7408 4.2359 -0.1883  -1.443
C 2.6158 3.2421 -0.4368  0.620
C 3.0868 1.7778 -0.3254  -1.537
N 1.4181 3.4922 0.3800  0.419
C 1.1642 4.2731 1.4312  0.497
F 2.0868 5.0269 2.0064  -0.221
N -0.0701 4.2408 1.8794  -0.563
C -0.6786 3.3514 1.0819  0.464
N -1.9429 2.9953 1.1829  0.676
C -2.8388 3.5855 2.1933  -0.787
O -3.9817 2.8365 2.3066  -0.455
C -4.7132 2.7406 1.0858  0.005
C -6.2052 2.5338 1.3370  -0.832
O -6.9716 3.5678 0.7814  -0.434
C -7.0907 3.4805 -0.6270  0.033
C -7.0950 4.8883 -1.2158  -1.037
N 0.1983 2.8650 0.1428  0.086
P -0.1819 1.7123 -1.0872  0.050
O 0.0956 0.3282 -0.7169  -0.340
H 3.5971 7.7311 -0.0799  0.375
H 5.0550 6.7822 -0.0568  0.367
H 3.9037 6.5872 1.2346  0.310
H 2.2671 5.7629 -0.6561  0.320
H 3.6433 5.7311 -1.6957  0.536
H 4.5650 3.9000 -0.8000  0.618
H 3.9937 4.2556 0.8628  0.477
H 2.3093 3.3905 -1.4689  0.341
H 3.2971 1.4060 -1.3177  0.350
H 4.0262 1.7511 0.2129  0.460
H 2.3656 1.1376 0.1648  0.426
H -2.2767 2.3002 0.5415  -0.479
H -2.3368 3.6865 3.1426  0.465
H -3.0926 4.5993 1.8702  0.482
H -4.3220 1.8882 0.5229  0.038
H -4.5594 3.6141 0.4522  0.438
H -6.4957 1.5887 0.8811  0.360
H -6.3705 2.4545 2.4037  0.395
H -6.2616 2.9336 -1.0767  0.067
H -8.0014 2.9571 -0.9046  0.416
H -7.2428 5.5882 -0.4017  0.364
H -6.1630 5.1166 -1.7181  0.051
H -7.9138 5.0334 -1.9079  0.367
H 0.5111 2.1208 -2.2347  0.132
H -1.5547 1.8717 -1.3466  0.026
C -4.3988 3.0233 -6.4183  -1.062
C -2.9272 2.8904 -6.0930  -0.064
O -2.3811 4.1021 -5.5302  -0.368
C -2.7017 4.3527 -4.2738  0.722
O -3.3777 3.6572 -3.5542  -0.518
O -2.1471 5.5153 -3.9228  -0.355
C -2.4904 5.9666 -2.6134  -0.304
H -4.5669 3.8756 -7.0771  0.335
H -4.7552 2.1201 -6.9124  0.353
H -4.9930 3.1776 -5.5190  0.247
H -2.3584 2.7223 -7.0042  0.312
H -2.7350 2.0526 -5.4223  0.190
H -2.2615 5.2083 -1.8637  -0.064
H -3.5461 6.2275 -2.5665  0.284
H -1.8935 6.8538 -2.4242  0.258
C -4.7152 -1.6610 -2.0204  -0.997
C -4.2094 -0.6957 -3.0734  0.051
O -4.3408 -1.2222 -4.3972  -0.379
C -5.5822 -1.2159 -4.8888  0.745
O -6.5565 -0.7788 -4.3373  -0.557
O -5.5447 -1.7500 -6.1050  -0.355
C -6.8245 -1.8694 -6.7366  -0.659
H -4.2161 -2.6254 -2.1175  0.358
H -4.5270 -1.2682 -1.0198  0.046
H -5.7849 -1.8311 -2.1242  0.374
H -3.1399 -0.5355 -2.9325  0.244
H -4.7054 0.2744 -3.0051  0.280
H -7.3348 -0.9098 -6.7680  0.301
H -7.4350 -2.6018 -6.2121  0.297
H -6.6378 -2.2141 -7.7489  0.238
C -2.7455 -0.6036 2.1980  -0.355
C -2.1398 -1.7821 2.9316  -0.568
O -3.1109 -2.4747 3.7182  -0.375
C -3.9641 -3.2324 3.0246  0.797
O -3.9604 -3.3836 1.8311  -0.561
O -4.8029 -3.7988 3.8828  -0.352
C -5.8221 -4.5992 3.2739  -0.635
H -3.2446 0.0711 2.8962  0.341
H -1.9671 -0.0515 1.6640  0.095
H -3.4890 -0.9350 1.4733  0.030
H -1.3888 -1.4349 3.6388  0.414
H -1.6527 -2.4745 2.2446  0.364
H -5.3876 -5.3567 2.6264  0.298
H -6.5066 -3.9694 2.7084  0.298
H -6.3606 -5.0810 4.0838  0.223
C 0.3478 -2.7785 -0.5998  -0.861
C 1.5668 -3.3104 0.1210  -0.273
O 2.0568 -4.5309 -0.4476  -0.355
C 2.7095 -4.3903 -1.6005  0.838
O 2.9220 -3.3514 -2.1705  -0.580
O 3.0823 -5.5965 -2.0152  -0.340
C 3.7225 -5.6104 -3.2943  -0.683
H -0.4394 -3.5346 -0.6276  0.330
H -0.0278 -1.8958 -0.0949  0.015
H 0.5829 -2.5098 -1.6278  0.387
H 1.3119 -3.5557 1.1509  0.418
H 2.3703 -2.5718 0.1457  0.317
H 4.5741 -4.9339 -3.3109  0.293
H 3.0122 -5.3393 -4.0733  0.309
H 4.0653 -6.6275 -3.4568  0.244
C 5.2594 -4.5231 0.3926  -0.794
C 6.1284 -4.6380 1.6267  -0.384
O 7.3864 -5.2673 1.3405  -0.347
C 8.2714 -4.5119 0.6974  0.798
O 8.1262 -3.3603 0.3775  -0.561
O 9.3646 -5.2434 0.4902  -0.342
C 10.3889 -4.5766 -0.2514  -0.649
H 5.1178 -5.5021 -0.0664  0.344
H 4.2878 -4.1118 0.6552  0.039
H 5.7178 -3.8741 -0.3536  0.383
H 5.6403 -5.2765 2.3596  0.399
H 6.2936 -3.6693 2.0987  0.259
H 10.6582 -3.6326 0.2165  0.292
H 10.0623 -4.4070 -1.2760  0.294
H 11.2497 -5.2382 -0.2526  0.231
C 3.9854 -2.9788 8.0625  -1.097
C 4.3124 -1.8148 7.1516  -0.167
O 5.7236 -1.6743 6.9359  -0.371
C 6.2694 -2.5616 6.1070  0.793
O 5.6863 -3.4297 5.5120  -0.557
O 7.5779 -2.3240 6.0522  -0.346
C 8.3070 -3.2669 5.2620  -0.341
H 4.5230 -2.8844 9.0065  0.295
H 2.9154 -3.0082 8.2681  0.353
H 4.2730 -3.9264 7.6110  0.317
H 4.0026 -0.8815 7.6181  0.290
H 3.7980 -1.8953 6.1934  0.289
H 7.8992 -3.3345 4.2556  0.022
H 8.2894 -4.2454 5.7387  0.299
H 9.3341 -2.9190 5.2092  0.237

Atoms 1-2, force components in eV/Å:
0.46 -0.02 -0.38
-0.02 -0.58 0.21